DFT (ωB97M-V/def2-TZVPD) results for a 8-piece molecular cluster, C10H36N10O8 overall in a non-equilibrium geometry.

Geometry as ORCA input:
```
! RIJCOSX wB97M-V def2-TZVPD def2/J DEFGRID3
* xyz 0 1
C 19.3050 -11.6890 24.2210
C 19.3310 -10.2090 24.1120
O 18.5120 -9.6730 25.1270
H 20.0230 -12.2480 23.7150
H 18.3710 -12.1350 23.8520
H 19.2090 -12.1880 25.2190
H 19.1170 -9.8040 23.0970
H 20.3580 -9.9480 24.2930
H 17.6570 -9.7200 24.7320
C 16.1580 -3.6710 23.7290
C 17.4000 -3.7790 22.8900
O 17.7640 -5.0770 22.5170
H 15.7640 -2.7140 23.8550
H 16.3270 -4.1290 24.7020
H 15.3740 -4.0620 23.1400
H 18.1840 -3.4180 23.5610
H 17.4410 -3.1170 22.0370
H 18.4350 -4.9700 21.8170
C 19.7610 -3.5790 20.2290
O 20.6340 -2.6050 20.5500
N 19.8290 -4.8140 20.5740
N 18.6860 -3.4080 19.5210
H 20.6910 -4.9550 21.1460
H 19.2960 -5.6670 20.3370
H 18.4140 -2.4120 19.4600
H 17.9960 -4.1460 19.3820
C 20.2590 -6.0460 24.8630
O 21.2150 -6.3380 25.7960
N 19.3300 -6.8620 24.4770
N 20.0920 -4.9100 24.2860
H 19.3960 -7.8070 24.8040
H 18.3450 -6.6870 24.2360
H 20.9050 -4.1880 24.2550
H 19.3120 -4.8070 23.7120
C 21.6840 -2.0490 24.0590
O 21.6400 -1.2420 25.2300
N 22.1750 -3.2190 24.0390
N 21.1010 -1.6700 23.0140
H 22.6530 -3.5460 24.8640
H 22.4480 -3.7460 23.1410
H 20.7660 -0.6870 23.1450
H 20.9210 -2.1280 22.1250
C 16.3420 -7.9580 23.5040
O 16.5450 -8.0700 22.1600
N 16.5910 -6.8610 24.1980
N 15.9920 -8.9770 24.2240
H 16.9530 -6.1260 23.6940
H 16.2100 -6.7360 25.1600
H 15.7750 -9.8660 23.6390
H 15.5620 -8.7880 25.1100
C 21.5540 -7.0490 21.7210
O 22.4170 -7.3820 20.6650
N 21.6740 -5.8510 22.2780
N 20.5810 -7.8720 22.1600
H 22.5520 -5.3970 22.0530
H 21.0240 -5.5560 23.0930
H 20.8440 -8.8410 21.8550
H 20.1680 -7.6110 23.0370
C 17.9290 -4.6950 26.9900
O 18.6460 -3.7210 26.2060
H 17.3810 -4.2250 27.8040
H 18.6700 -5.3970 27.4030
H 17.1790 -5.2330 26.3420
H 19.1190 -4.1640 25.5170
*
```

Values from the calculation:
calculated total energy = -1551.97255 hartree
structure (SMILES) = NC(N)=O.NC(N)=O.NC(N)=O.NC(N)=O.NC(N)=O.CCO.CCO.CO


DFT (ωB97M-V/def2-TZVPD) results for C10H36O12Ti as an isolated structure in a non-equilibrium geometry.

Geometry as ORCA input:
```
! RIJCOSX wB97M-V def2-TZVPD def2/J DEFGRID3
* xyz -1 4
Ti -0.2037 -0.3269 3.0818
C -0.2469 0.0826 0.4379
O 0.3741 0.9136 1.1021
O -0.3005 -1.0898 0.8546
O -0.8061 0.4085 -0.6346
C 3.7918 -0.5512 2.3084
O 2.5355 -0.0721 2.7054
H 3.8806 -1.1670 1.4134
H 4.4457 0.3205 2.2817
H 4.1024 -1.2153 3.1150
H 1.9543 0.2421 2.0089
C -0.3226 -2.3346 -2.8083
O 0.1153 -2.8387 -1.5708
H -1.3807 -2.0750 -2.7742
H 0.2188 -1.4171 -3.0391
H -0.2150 -3.1038 -3.5730
H -0.0815 -2.1602 -0.9208
C -0.5690 3.9063 -0.7358
O 0.0531 2.8370 -1.4571
H 0.0825 4.5135 -0.1073
H -1.1566 4.6112 -1.3241
H -1.3317 3.5678 -0.0346
H -0.2416 2.0008 -1.0891
C -3.7921 0.4017 1.0301
O -3.1447 1.4686 0.4798
H -4.6414 0.7622 1.6105
H -3.9917 -0.3402 0.2570
H -3.1875 -0.0997 1.7859
H -2.2886 1.2083 0.1322
C -2.7017 1.1577 -3.1817
O -1.4662 0.4451 -3.2709
H -2.7428 1.8752 -2.3622
H -2.8298 1.6821 -4.1286
H -3.5539 0.5426 -2.8928
H -1.2121 0.2426 -2.3676
C 2.2913 3.6766 2.2593
O 0.9249 3.3490 2.3550
H 2.6224 4.0129 1.2768
H 2.5469 4.4395 2.9946
H 2.8666 2.7935 2.5374
H 0.6616 2.5002 1.9918
C -2.7891 -3.1205 -0.3155
O -2.3722 -3.0142 1.0470
H -2.1366 -3.8752 -0.7546
H -3.8326 -3.4223 -0.4055
H -2.6854 -2.1399 -0.7799
H -1.6521 -2.3830 1.1160
C 2.8405 0.6882 -1.2066
O 2.8516 1.3615 0.0479
H 3.7115 0.9141 -1.8217
H 2.8389 -0.3973 -1.1072
H 1.9504 0.9335 -1.7859
H 2.0046 1.2091 0.4733
C 1.5092 -3.9442 0.8088
O 1.1202 -3.1146 1.8870
H 0.6499 -4.4778 0.4026
H 1.9954 -3.3242 0.0556
H 2.2051 -4.7276 1.1089
H 0.7314 -2.3355 1.4827
*
```

Values from the calculation:
calculated total energy = -2154.85091 hartree


DFT (ωB97M-V/def2-TZVPD) results for a 8-piece molecular cluster, C10H37BBrO9PS overall.

Geometry as ORCA input:
```
! RIJCOSX wB97M-V def2-TZVPD def2/J DEFGRID3
* xyz 0 1
C -1.1848 1.7910 -2.1600
C 0.0968 1.2923 -1.5076
O 1.0608 1.1224 -2.5483
C -0.0925 -0.0329 -0.7121
B -0.3196 0.3118 0.7854
S 1.0165 0.1518 2.0313
P -2.0676 1.0428 1.3329
O -1.5058 2.3151 2.2465
Br -2.3119 -0.5148 2.9112
H -0.9269 2.4057 -3.0245
H -1.8095 0.9625 -2.5017
H -1.7765 2.3980 -1.4694
H 0.4676 2.0732 -0.8246
H 1.9224 0.9830 -2.1452
H -0.9255 -0.5962 -1.1489
H 0.8114 -0.6326 -0.8351
H 1.8813 0.9446 1.3779
H -1.8157 3.1455 1.8525
C 4.8803 2.0929 1.0963
O 3.9522 1.4214 0.2574
H 4.7080 1.7933 2.1281
H 5.9057 1.8285 0.8288
H 4.7691 3.1775 1.0258
H 4.1551 1.7123 -0.6398
C -1.0911 4.9757 3.9496
O -1.3896 5.3824 2.6178
H -1.3484 3.9212 3.9983
H -0.0298 5.0772 4.1870
H -1.6850 5.5165 4.6904
H -1.1792 6.3133 2.5150
C -0.4864 -3.9437 -1.1066
O 0.5431 -3.1089 -1.6206
H -1.2865 -3.2707 -0.8005
H -0.8602 -4.6350 -1.8643
H -0.1657 -4.5226 -0.2374
H 1.2828 -3.6521 -1.9038
C -1.1005 -8.3794 -2.3125
O -1.4518 -7.0051 -2.4025
H -0.8431 -8.5670 -1.2724
H -1.9317 -9.0334 -2.5873
H -0.2353 -8.6233 -2.9343
H -1.6883 -6.8146 -3.3143
C -3.9432 2.2875 5.1579
O -4.3043 2.4978 3.8030
H -4.8504 2.0204 5.6961
H -3.2194 1.4743 5.2624
H -3.5252 3.1928 5.6099
H -3.4981 2.7138 3.3252
C -3.8890 -2.2383 -2.2363
O -2.8015 -1.4687 -2.7318
H -4.6757 -1.5498 -1.9363
H -4.2885 -2.9083 -3.0025
H -3.6017 -2.8276 -1.3610
H -2.1071 -2.0803 -2.9966
C 6.6582 1.0754 -1.9417
O 6.0092 2.3458 -2.0147
H 7.1338 1.0150 -0.9662
H 5.9408 0.2563 -2.0323
H 7.4235 0.9696 -2.7132
H 5.5942 2.4049 -2.8803
*
```

Values from the calculation:
calculated total energy = -4418.68052 hartree
structure (SMILES) = C[C@H](O)CB(S)P(O)Br.CO.CO.CO.CO.CO.CO.CO


DFT (ωB97M-V/def2-TZVPD) results for C10H38B2HgO5 as an isolated structure in a non-equilibrium geometry.

Geometry as ORCA input:
```
! RIJCOSX wB97M-V def2-TZVPD def2/J DEFGRID3
* xyz 0 1
Hg 2.5263 -2.4702 0.3300
O -0.0778 -1.4176 2.9062
H 0.8262 -1.3489 3.3394
H -0.6007 -2.0863 3.3767
H 0.0428 -1.6768 1.8966
B 2.6250 -1.7250 2.6259
H 2.6277 -1.4847 3.7522
H 3.7034 -1.8236 2.2229
H 1.9779 -2.6579 2.4925
H 2.1651 -0.8138 2.0891
B 2.2577 -4.8648 0.6477
H 1.6608 -4.2257 1.3902
H 3.3529 -4.9471 0.9880
H 1.7414 -5.8842 0.5762
H 2.1975 -4.3426 -0.4076
C -0.9766 -2.2263 -0.0597
O 0.2445 -2.0217 0.5665
H -1.2396 -1.4895 -0.8327
H -0.9444 -3.1998 -0.5616
H -1.8778 -2.1809 0.5693
C 1.8901 1.7848 -0.3154
C 2.3491 0.5330 -1.0127
C 3.1965 0.8223 -2.2619
O 3.2507 -0.2467 -0.1706
H 1.4087 2.5714 -0.8880
H 2.7370 2.2169 0.2309
H 1.2546 1.4989 0.5244
H 1.5357 -0.1430 -1.2770
H 3.6007 -0.1136 -2.6450
H 4.0463 1.4534 -1.9912
H 2.5545 1.3306 -2.9815
H 4.0627 0.2723 -0.1371
C -3.1545 2.0735 -3.3612
C -3.0085 1.0334 -2.2435
C -3.6581 -0.3144 -2.4747
O -1.5816 0.8719 -2.1703
H -2.5557 1.8694 -4.2478
H -2.7471 3.0169 -2.9875
H -4.1839 2.3067 -3.6369
H -3.2626 1.5421 -1.3065
H -3.4035 -0.9962 -1.6632
H -3.4675 -0.7139 -3.4710
H -4.7517 -0.2693 -2.4809
H -1.3426 0.0395 -1.7482
C -1.4984 1.2393 1.5546
C -1.7054 2.7148 1.1402
C -1.1374 3.7245 2.1176
O -1.0827 3.0768 -0.1189
H -2.1992 1.0107 2.3594
H -0.4625 1.0753 1.8483
H -1.7353 0.5281 0.7599
H -2.7442 2.9070 0.8448
H -1.4332 4.7170 1.7912
H -0.0548 3.5933 2.1087
H -1.4867 3.4489 3.1149
H -1.4618 2.4119 -0.7117
*
```

Values from the calculation:
calculated total energy = -982.83938 hartree


DFT (ωB97M-V/def2-TZVPD) results for C10H38Cd2N2O10 as an isolated structure in a non-equilibrium geometry.

Geometry as ORCA input:
```
! RIJCOSX wB97M-V def2-TZVPD def2/J DEFGRID3
* xyz 2 1
Cd 3.7569 1.5921 -2.5450
Cd 4.5534 0.4409 1.3033
O 2.7700 0.0143 2.3726
C 1.7712 0.0498 1.3960
C 2.0654 0.8873 0.0759
O 3.4242 1.0214 -0.4507
H 0.8665 0.5135 1.7892
H 1.5473 -0.9929 1.1709
H 1.5779 1.8513 0.2211
H 1.4287 0.5227 -0.7302
C -0.3657 -2.4172 -1.1824
C 0.5479 -2.6181 -2.4062
C 0.0168 -1.8550 -3.6652
O -1.3565 -2.2252 -3.8810
C -1.6985 -3.6176 -4.1143
N 1.8797 -2.0802 -2.0309
H -0.8244 -1.4346 -1.2924
H 0.0771 -2.4328 -0.1865
H -1.2416 -3.0639 -1.2339
H 0.6837 -3.6753 -2.6341
H 0.6830 -2.0430 -4.5072
H 0.0028 -0.7871 -3.4476
H -2.7545 -3.6679 -4.3797
H -1.5826 -4.2984 -3.2709
H -1.0265 -4.0335 -4.8650
H 2.4876 -2.7346 -2.5024
H 1.9595 -2.3003 -1.0484
C -5.4000 1.3431 1.0515
C -3.8636 1.6498 1.0005
C -2.8671 0.4305 0.9393
O -2.9761 -0.4886 2.0699
C -2.5421 0.0090 3.3052
N -3.7057 2.4375 -0.1644
H -5.5045 0.7560 1.9639
H -5.7407 0.8373 0.1481
H -5.9690 2.2728 1.0535
H -3.4744 2.1397 1.8930
H -1.8235 0.7165 0.8082
H -3.1087 -0.1291 0.0356
H -3.1505 0.8743 3.5685
H -1.4754 0.2259 3.3620
H -2.8141 -0.7430 4.0459
H -4.0121 1.9380 -0.9871
H -4.1836 3.3270 -0.1459
O 2.1655 2.8904 -2.4605
H 1.7427 3.2483 -1.6799
H 1.5915 3.1458 -3.1827
O 2.5472 0.1201 -3.3858
H 2.0307 0.1579 -4.1908
H 2.2919 -0.7061 -2.9754
O 1.5554 1.3897 4.5094
H 1.2437 0.7481 5.1477
H 2.0293 0.8709 3.8594
O 3.3122 -2.7576 3.3483
H 2.9982 -1.8535 3.3639
H 3.0933 -3.0725 2.4712
O 0.2444 3.2623 2.5483
H 0.7869 3.5680 1.8214
H 0.6544 2.4431 2.8258
O 4.4897 2.4221 1.9318
H 4.0936 2.7011 2.7573
H 4.4912 3.2099 1.3880
*
```

Values from the calculation:
calculated total energy = -1600.42565 hartree


DFT (ωB97M-V/def2-TZVPD) results for C10H38Cs2O18P as an isolated structure in a non-equilibrium geometry.

Geometry as ORCA input:
```
! RIJCOSX wB97M-V def2-TZVPD def2/J DEFGRID3
* xyz -1 1
Cs 21.7544 10.9798 -9.1547
Cs 10.9070 13.1733 -12.3716
P 16.1207 10.5710 -10.5205
O 16.9147 9.9995 -9.2760
O 15.2259 9.4241 -11.1120
O 17.1804 11.1116 -11.5702
O 15.1530 11.6485 -10.0153
O 14.8411 10.6984 -15.2402
H 15.5135 11.2788 -14.8835
H 14.7017 10.0436 -14.5560
O 11.9798 16.8192 -8.0873
H 12.3433 16.0556 -7.6388
H 12.6493 17.0635 -8.7263
O 19.6221 6.4325 -9.5144
H 19.5106 6.3377 -10.4603
H 18.9042 7.0051 -9.2444
O 14.2882 13.8032 -6.1840
H 14.2864 13.4799 -7.0849
H 15.1326 13.5235 -5.8304
C 14.9532 3.7483 -11.6095
C 15.3805 4.2007 -12.9939
O 16.2824 5.3670 -12.9542
O 14.0710 4.7405 -11.1331
H 15.8031 3.5927 -10.9450
H 14.3904 2.8482 -11.8570
H 14.6520 4.3369 -13.7933
H 16.0351 3.4584 -13.4506
H 15.8519 6.1509 -12.6050
H 14.5210 5.5439 -11.4044
C 21.6487 10.6285 -15.2514
C 20.8162 11.6876 -15.9797
O 20.1883 12.6421 -15.0707
O 20.6532 9.7910 -14.5939
H 22.3966 11.0380 -14.5723
H 22.2505 10.0998 -15.9906
H 20.0392 11.1793 -16.5507
H 21.5222 12.2499 -16.5908
H 19.7410 12.0822 -14.4320
H 19.9255 10.2683 -14.1887
C 16.3187 16.2240 -12.6532
C 17.5713 16.5520 -11.8751
O 17.9574 15.4464 -10.9901
O 15.3026 16.0217 -11.6833
H 16.3873 15.3203 -13.2588
H 16.0334 17.0700 -13.2785
H 17.2793 17.3574 -11.2013
H 18.4588 16.9405 -12.3746
H 17.5245 14.6871 -11.3872
H 15.5516 15.2453 -11.1766
C 18.3299 11.1512 -4.0276
C 19.1562 9.8630 -3.9599
O 18.4403 8.8877 -4.7072
O 18.1757 11.6522 -5.3040
H 18.7716 11.9071 -3.3782
H 17.3297 10.8908 -3.6812
H 19.3337 9.4901 -2.9511
H 20.0717 10.0796 -4.5104
H 18.4063 9.1348 -5.6342
H 17.8583 11.0490 -5.9800
C 9.8282 6.3372 -14.1540
C 9.0139 5.1290 -13.6992
O 8.6606 4.3214 -14.7507
O 10.2058 7.2662 -13.1104
H 9.2148 6.8953 -14.8614
H 10.6341 5.9219 -14.7591
H 8.1349 5.4224 -13.1252
H 9.6987 4.5427 -13.0865
H 8.3794 3.4617 -14.4291
H 11.1534 7.2261 -12.9621
*
```

Values from the calculation:
calculated total energy = -2139.54287 hartree


DFT (ωB97M-V/def2-TZVPD) results for C10H3BrN3O2S2V as an isolated structure.

Geometry as ORCA input:
```
! RIJCOSX wB97M-V def2-TZVPD def2/J DEFGRID3
* xyz 0 3
V 0.1563 -0.9695 0.3154
Br -1.5521 2.5146 0.5474
C -0.7079 2.0135 -1.0534
C -0.7170 2.9265 -2.0968
C -0.1393 2.5668 -3.2992
C 0.4199 1.3063 -3.4219
C 0.3962 0.4684 -2.3297
N -0.1538 0.8033 -1.1413
C 0.9725 -0.9288 -2.4320
O 1.3594 -1.3484 -3.4894
O 0.9494 -1.5760 -1.2971
H -1.1788 3.8909 -1.9506
H -0.1358 3.2592 -4.1302
H 0.8732 0.9458 -4.3335
S -0.1147 -2.9658 1.4326
C -0.0644 -2.4956 3.1088
C -0.0184 -3.5603 4.0621
N 0.0204 -4.4333 4.8086
C -0.0812 -1.2002 3.4954
S -0.1620 0.1085 2.3513
C -0.0641 -0.8292 4.8766
N -0.0578 -0.4965 5.9767
*
```

Values from the calculation:
calculated total energy = -5012.05291 hartree


DFT (ωB97M-V/def2-TZVPD) results for C10H3IrNO5S4 as an isolated structure in a non-equilibrium geometry.

Geometry as ORCA input:
```
! RIJCOSX wB97M-V def2-TZVPD def2/J DEFGRID3
* xyz -1 1
Ir 0.4100 0.6313 -0.9513
O -2.7972 -2.2372 4.7606
C -2.4613 -2.8664 3.7465
O -2.5619 -4.0454 3.3828
C -1.7523 -1.9600 2.6684
C -2.3709 -0.7821 2.2565
C -1.7797 -0.0241 1.2693
N -0.6173 -0.3797 0.7083
C -0.0090 -1.5013 1.1133
C -0.5457 -2.3252 2.0814
C 1.2920 -1.8418 0.3910
O 1.9905 -2.7373 0.8072
O 1.5199 -1.1179 -0.6645
H -3.2987 -0.4709 2.7152
H -2.2276 0.8926 0.9053
H -0.0292 -3.2351 2.3486
O 3.5827 4.1526 -5.5525
C 2.8907 3.6924 -4.6882
S 3.3159 3.7147 -2.9667
C 1.8968 2.8615 -2.3920
C 1.0043 2.4558 -3.3216
S -0.4676 1.6270 -2.9337
S 1.3617 2.8485 -4.9906
S 1.6540 2.6479 -0.6933
*
```

Values from the calculation:
calculated total energy = -2511.01713 hartree


Please write out number 6 again, unchanged.
DFT (ωB97M-V/def2-TZVPD) results for C10H38Cs2O18P as an isolated structure in a non-equilibrium geometry.

Geometry as ORCA input:
```
! RIJCOSX wB97M-V def2-TZVPD def2/J DEFGRID3
* xyz -1 1
Cs 21.7544 10.9798 -9.1547
Cs 10.9070 13.1733 -12.3716
P 16.1207 10.5710 -10.5205
O 16.9147 9.9995 -9.2760
O 15.2259 9.4241 -11.1120
O 17.1804 11.1116 -11.5702
O 15.1530 11.6485 -10.0153
O 14.8411 10.6984 -15.2402
H 15.5135 11.2788 -14.8835
H 14.7017 10.0436 -14.5560
O 11.9798 16.8192 -8.0873
H 12.3433 16.0556 -7.6388
H 12.6493 17.0635 -8.7263
O 19.6221 6.4325 -9.5144
H 19.5106 6.3377 -10.4603
H 18.9042 7.0051 -9.2444
O 14.2882 13.8032 -6.1840
H 14.2864 13.4799 -7.0849
H 15.1326 13.5235 -5.8304
C 14.9532 3.7483 -11.6095
C 15.3805 4.2007 -12.9939
O 16.2824 5.3670 -12.9542
O 14.0710 4.7405 -11.1331
H 15.8031 3.5927 -10.9450
H 14.3904 2.8482 -11.8570
H 14.6520 4.3369 -13.7933
H 16.0351 3.4584 -13.4506
H 15.8519 6.1509 -12.6050
H 14.5210 5.5439 -11.4044
C 21.6487 10.6285 -15.2514
C 20.8162 11.6876 -15.9797
O 20.1883 12.6421 -15.0707
O 20.6532 9.7910 -14.5939
H 22.3966 11.0380 -14.5723
H 22.2505 10.0998 -15.9906
H 20.0392 11.1793 -16.5507
H 21.5222 12.2499 -16.5908
H 19.7410 12.0822 -14.4320
H 19.9255 10.2683 -14.1887
C 16.3187 16.2240 -12.6532
C 17.5713 16.5520 -11.8751
O 17.9574 15.4464 -10.9901
O 15.3026 16.0217 -11.6833
H 16.3873 15.3203 -13.2588
H 16.0334 17.0700 -13.2785
H 17.2793 17.3574 -11.2013
H 18.4588 16.9405 -12.3746
H 17.5245 14.6871 -11.3872
H 15.5516 15.2453 -11.1766
C 18.3299 11.1512 -4.0276
C 19.1562 9.8630 -3.9599
O 18.4403 8.8877 -4.7072
O 18.1757 11.6522 -5.3040
H 18.7716 11.9071 -3.3782
H 17.3297 10.8908 -3.6812
H 19.3337 9.4901 -2.9511
H 20.0717 10.0796 -4.5104
H 18.4063 9.1348 -5.6342
H 17.8583 11.0490 -5.9800
C 9.8282 6.3372 -14.1540
C 9.0139 5.1290 -13.6992
O 8.6606 4.3214 -14.7507
O 10.2058 7.2662 -13.1104
H 9.2148 6.8953 -14.8614
H 10.6341 5.9219 -14.7591
H 8.1349 5.4224 -13.1252
H 9.6987 4.5427 -13.0865
H 8.3794 3.4617 -14.4291
H 11.1534 7.2261 -12.9621
*
```

Values from the calculation:
calculated total energy = -2139.54287 hartree